Entry 1:
This record from the Open Molecules 2025 dataset describes a 7-piece molecular cluster, C15H44F3N7O9S overall at a distorted geometry. The level of theory is ωB97M-V/def2-TZVPD.

The geometry in XYZ format:
```
79
C15H44F3N7O9S | the Open Molecules 2025 dataset | ωB97M-V/def2-TZVPD
S 0.90382 0.38897 -3.90848
F 1.48686 -2.08665 -4.86938
F -0.34737 -1.23264 -5.45398
F 1.62403 -0.36952 -6.34856
O 0.43256 1.64227 -4.49188
O -5.34058 -0.38108 -0.64174
O -0.02617 -0.13353 -2.92150
O 0.81658 -2.83640 -0.13198
O 0.79551 -0.04206 -0.48360
O 2.21866 0.41295 -3.25553
O -0.44508 0.35708 2.71483
O 4.77454 -1.97624 2.19289
O 1.08244 4.29439 1.68821
N 1.65917 -4.55714 0.99733
N -3.07681 0.21506 -2.27215
N 0.31369 -3.17566 1.97214
N -1.84240 1.15027 4.24371
N 3.36624 0.21572 -0.47093
N -0.76825 1.97512 0.25157
N -2.64647 -0.10988 2.68628
C 0.00465 3.08053 -0.24197
C -4.21928 -1.30339 -0.85678
C 4.02000 -0.07651 0.82390
C 1.08714 5.30723 2.67748
C 3.17611 0.56357 1.91115
C 4.25041 -1.57147 0.99690
C -0.53354 3.39130 -1.61190
C -2.61035 -2.23745 -2.59175
C -6.53165 -0.92154 -1.13307
C 0.93911 -0.90538 -5.29817
C -1.56945 0.47404 3.16073
C -3.61787 -1.17414 -2.20781
C 0.94508 -3.48348 0.87884
C 0.03386 4.32770 0.77404
C 4.91902 -3.38887 2.27623
H -6.82012 -1.88245 -0.70701
H -4.41296 -2.35128 -0.62757
H 2.26527 -0.01395 2.06908
H -3.57910 -1.04961 -0.01187
H 0.62901 -0.04494 -1.42904
H -2.08192 0.04407 -2.23916
H 1.34941 6.24980 2.19699
H 3.75838 1.08983 -0.79071
H 3.80288 0.54291 2.80269
H -2.33810 -2.16178 -3.64449
H 4.94298 -3.68860 3.32395
H -6.54814 -1.10021 -2.20820
H -0.77538 2.25678 1.22147
H -3.30418 0.60243 -1.36753
H -1.71456 2.24651 0.02590
H -4.46886 -1.19855 -2.88848
H 0.10435 5.26568 0.22330
H 4.98443 -1.79458 0.22259
H -1.15329 1.73553 4.69392
H 1.73197 0.09864 -0.32594
H -1.61004 3.56014 -1.63960
H 4.95327 0.48266 0.75746
H -0.16567 4.29777 -2.09261
H 3.54839 -0.39011 -1.25828
H -1.75412 -2.27015 -1.91804
H -0.10371 -2.27062 2.13579
H 1.87020 5.15744 3.42076
H 5.89829 -3.72124 1.93172
H 1.04792 2.82032 -0.42089
H -0.90249 4.26786 1.32880
H -2.78975 1.04125 4.57650
H -3.00988 -3.23994 -2.43850
H -2.56693 -0.57655 1.79410
H -0.37535 2.54154 -2.27595
H 2.15565 -4.89770 0.18639
H 1.69760 -5.05414 1.87574
H -7.35209 -0.22800 -0.94878
H -3.47862 0.14884 3.19684
H 0.31270 0.70291 -0.11821
H 4.15393 -4.05264 1.87356
H 2.96479 1.62044 1.74848
H 3.34556 -2.14957 0.80946
H 0.39818 -3.85556 2.71423
H 0.11592 5.38564 3.16605
```

Its highest occupied orbital energy (spin up / spin down) is 0.299 / -6.544 eV. As for the charge: -1. As for the strongest force on any atom: 0.09482 Eh/bohr. Its expectation value of S² is 0.75. For the molar mass, the calculation gives 555.618 g mol⁻¹. The multiplicity is 2. The HOMO-LUMO gap (spin up / spin down) comes out at 2.0 / 8.7 eV.

Entry 2:
This record from the Open Molecules 2025 dataset describes a 2-piece molecular cluster, C4H8BrClNO2 overall. The level of theory is ωB97M-V/def2-TZVPD.

The geometry in XYZ format:
```
17
C4H8BrClNO2 | the Open Molecules 2025 dataset | ωB97M-V/def2-TZVPD
Br 0.15740 -2.18838 -1.90955
Cl 1.77836 4.13935 -1.37055
O 0.79072 1.59688 -0.39389
O 2.37600 0.39980 -1.47554
N 1.16358 -0.54595 0.24879
C -1.45921 0.22373 1.24518
C 0.07623 -1.40124 -0.06162
C -1.33402 -0.81954 0.13284
C 1.50787 0.54594 -0.65080
H 1.16021 2.47351 -0.79877
H -1.97161 -1.67537 0.38674
H 0.18095 -2.29032 0.56110
H 2.01251 -1.08379 0.38182
H -1.22879 1.22405 0.88510
H -0.79908 -0.00968 2.08462
H -1.71210 -0.43825 -0.81911
H -2.49117 0.22711 1.61488
```

Its highest occupied orbital energy is -4.769 eV. As for the charge: -1. As for the strongest force on any atom: 0.01660 Eh/bohr. For the molar mass, the calculation gives 217.470 g mol⁻¹. The multiplicity is 1. The HOMO-LUMO gap comes out at 7.7 eV.

Entry 3:
This record from the Open Molecules 2025 dataset describes C8H18CaF3N5O15 as an isolated structure at a distorted geometry. The level of theory is ωB97M-V/def2-TZVPD.

The geometry in XYZ format:
```
50
C8H18CaF3N5O15 | the Open Molecules 2025 dataset | ωB97M-V/def2-TZVPD
Ca -0.78361 0.58074 0.28731
F -0.33733 5.46391 1.03126
F 0.23810 3.77282 2.17763
F -1.40798 4.96036 2.77293
O 0.94792 1.31397 -1.08621
O -2.20250 2.23249 1.34738
O 0.86842 0.37769 1.83115
O 2.85324 2.24881 -0.63184
O -4.22609 0.01135 -1.54102
O -3.27733 -2.71824 0.98908
O 2.70017 -0.71882 2.16534
O -2.08480 -1.02100 1.50946
O 2.14899 0.87333 3.42403
O 0.36424 -1.72929 -0.47338
O -1.18901 3.12122 -0.35805
O -3.28082 0.83036 -3.22002
O -2.61176 -2.51308 2.91975
O -2.22910 0.30218 -1.51574
O 2.75544 0.13811 -0.99553
N -3.23115 0.39246 -2.12066
N -2.66245 -2.07416 1.80788
N 2.18742 1.27712 -0.97247
N 3.05318 -2.81147 0.00493
N 1.90639 0.14965 2.46765
C 2.25941 -4.66927 1.34722
C 1.87656 -3.70249 0.19456
C -1.83233 3.53234 0.88378
C -0.39829 -2.23366 -1.60962
C -0.80973 4.44921 1.73868
C -1.45568 3.99825 -1.49096
C 0.66951 -2.78359 0.51527
C -0.71880 3.40966 -2.63583
H 1.81451 -4.15628 -0.79454
H -0.39417 -1.45344 -2.37076
H 3.17668 -5.21512 1.12639
H -2.51633 3.99319 -1.74217
H 2.92278 -2.17714 -0.77013
H -1.06825 2.37985 -2.70987
H -1.11304 5.01330 -1.29006
H -0.92777 3.94178 -3.56388
H -1.43446 -2.45996 -1.35817
H 0.12320 -3.09925 -2.01816
H 3.38567 -2.20066 0.73736
H 0.86251 -2.35636 1.49930
H 0.36066 3.33722 -2.50312
H 2.39234 -4.15531 2.29921
H -2.70184 4.18427 0.79993
H 1.40020 -5.32311 1.49671
H -0.23334 -3.37048 0.68417
H 3.86066 -3.34368 -0.28633
```

Its highest occupied orbital energy (spin up / spin down) is -5.505 / -5.501 eV. As for the charge: -1. As for the strongest force on any atom: 0.16754 Eh/bohr. Its expectation value of S² is 0.75. For the molar mass, the calculation gives 521.324 g mol⁻¹. The multiplicity is 2. The HOMO-LUMO gap (spin up / spin down) comes out at 7.1 / 4.3 eV.